A 3-piece molecular cluster, C16H35FO5P overall, computed with wB97M-V/def2-TZVPD.

```
58
Properties=species:S:1:pos:R:3:forces:R:3:lowdin_charge:R:1
C -0.618 -0.668 2.475 0.1540 -0.2531 0.0531 -0.07
C 0.112 -1.595 1.488 -0.2762 0.1491 -0.1043 -0.12
C -0.343 -1.563 0.054 0.2170 -0.0064 -0.4597 -0.46
O -0.297 -2.483 -0.712 -0.1565 0.0076 0.2288 0.14
O -0.741 -0.313 -0.404 -0.1939 -0.0040 0.2711 -0.08
C -1.305 -0.308 -1.721 0.0713 0.2047 -0.2030 -0.20
C -1.291 1.142 -2.211 0.1619 -0.0918 0.2043 -0.23
P 0.331 1.921 -2.044 -0.1456 0.0238 -0.0965 1.05
C 1.589 1.070 -3.014 0.0704 0.2938 0.1637 -0.22
C 1.820 -0.389 -2.666 -0.0782 0.3743 0.3753 -0.31
O 1.909 -1.215 -3.510 0.0288 -0.6642 -0.6099 0.12
C 0.224 3.610 -2.635 0.0089 0.0588 -0.0818 -0.28
C 1.540 4.410 -2.442 -0.1855 -0.1107 -0.1547 -0.19
C 2.270 4.731 -3.742 0.0384 -0.1467 -0.0179 -0.18
F 3.219 3.724 -3.988 -0.3005 0.2083 0.0114 -0.07
H -0.050 0.244 2.664 -0.1916 0.0177 -0.1420 0.07
H -1.621 -0.417 2.130 0.0772 0.0288 -0.0089 0.06
H -0.733 -1.178 3.435 0.0679 0.0575 -0.1204 0.09
H 1.176 -1.335 1.439 -0.0408 -0.2130 0.1488 0.13
H 0.026 -2.645 1.778 0.2327 0.1286 0.0321 0.11
H -0.725 -0.947 -2.390 -0.0814 -0.0385 0.1116 0.12
H -2.332 -0.684 -1.699 0.1486 -0.0005 0.0401 0.15
H -1.566 1.189 -3.269 -0.0398 0.0101 0.0802 0.12
H -1.971 1.782 -1.638 -0.0315 -0.0846 -0.0922 0.09
H 0.712 1.944 -0.706 0.0209 -0.0395 0.0703 0.07
H 2.533 1.604 -2.833 -0.1141 0.0165 -0.0917 0.11
H 1.335 1.180 -4.072 0.0798 -0.0932 0.0317 0.12
H 1.928 -0.635 -1.598 0.0652 0.0159 0.1687 0.13
H -0.627 4.072 -2.123 0.1226 -0.0465 0.0213 0.10
H -0.056 3.521 -3.692 0.0458 0.1264 0.0751 0.11
H 1.314 5.334 -1.906 0.0572 -0.1458 -0.0253 0.12
H 2.238 3.825 -1.832 0.0182 0.3345 0.1054 0.11
H 1.593 4.751 -4.602 0.0801 0.0337 0.0738 0.12
H 2.791 5.689 -3.689 0.0972 -0.1901 0.0582 0.13
C -2.356 2.420 2.763 0.0805 0.0505 0.1195 -0.05
C -2.045 3.321 1.588 -0.1938 -0.0629 0.0717 -0.47
C -3.289 3.630 0.772 0.1287 -0.0386 -0.1836 -0.05
O -1.050 2.657 0.784 -0.0659 0.0585 -0.4879 -0.10
H -2.765 1.486 2.371 -0.1277 -0.0373 0.1239 0.07
H -1.442 2.187 3.306 -0.0209 0.0082 0.0666 0.08
H -3.077 2.850 3.457 -0.0260 0.0573 -0.0665 0.09
H -1.582 4.254 1.909 0.0806 -0.0311 0.0461 0.14
H -3.743 2.703 0.404 -0.0055 0.0111 0.0442 0.08
H -3.047 4.257 -0.088 -0.0117 0.0182 0.0218 0.07
H -4.035 4.148 1.374 0.0001 0.0188 0.0236 0.09
H -1.386 1.763 0.631 0.1707 -0.0845 0.1540 0.05
C 1.762 -7.069 3.450 0.0100 0.0659 0.0807 -0.06
C 0.909 -5.980 2.822 0.0780 -0.1378 -0.1033 -0.50
C 0.808 -6.137 1.312 -0.0317 0.1062 0.0112 -0.06
O 1.415 -4.685 3.161 -0.0923 0.1220 -0.0595 -0.07
H 2.781 -7.025 3.055 -0.0065 -0.0288 -0.0389 0.08
H 1.815 -6.940 4.530 -0.0179 -0.0014 -0.0027 0.08
H 1.359 -8.059 3.236 -0.0018 -0.0001 -0.0152 0.08
H -0.091 -6.008 3.257 -0.0123 0.0332 0.0245 0.14
H 1.801 -6.067 0.859 0.0122 -0.0463 0.0017 0.08
H 0.187 -5.350 0.881 -0.0068 -0.0106 0.0039 0.07
H 0.380 -7.102 1.043 0.0074 -0.0102 0.0058 0.08
H 2.307 -4.620 2.801 0.0241 -0.0215 0.0419 0.09
```
Positions in Å, forces in eV/Å.

Calculated values
Multiplicity: 1
Total charge: +1
Maximum force (eV/A): 0.90
HOMO level (eV): -12.030
Gap between HOMO and LUMO (eV): 9.59